Arrangement w

{"formula": "C9H14", "method": "ωB97M-V/def2-TZVPD", "species": ["C", "C", "H", "H", "H", "H", "H", "H", "C", "C", "C", "C", "C", "C", "C", "H", "H", "H", "H", "H", "H", "H", "H"], "xyz": [[-1.0323, 0.7808, -2.5500], [-1.8679, 1.8148, -1.7691], [-0.3007, 1.3086, -3.1451], [-0.5065, 0.2485, -1.7523], [-1.6714, 0.1238, -3.1300], [-2.4137, 1.3031, -0.9745], [-2.6841, 2.2691, -2.3304], [-1.2296, 2.6251, -1.4189], [1.2127, 1.3079, 1.8640], [-0.4196, -0.4581, 1.1682], [0.9167, -0.0128, 1.2854], [-0.7033, -1.7138, 0.6490], [1.9812, -0.9229, 1.0729], [0.3289, -2.5988, 0.4223], [1.6900, -2.1706, 0.6340], [-1.2752, 0.1539, 1.4017], [-1.7365, -1.9656, 0.4709], [1.4733, 1.1681, 2.9289], [0.3737, 1.9983, 1.9392], [3.0058, -0.6239, 1.2478], [0.3292, -3.6671, 0.2447], [2.4936, -2.8283, 0.3256], [2.0361, 1.8600, 1.4155]], "lowdin_spin": [0.001, 0.000, 0.000, 0.001, 0.000, 0.000, 0.000, 0.000, 0.060, 0.154, 0.260, 0.036, 0.045, 0.296, 0.090, 0.003, -0.002, 0.031, 0.001, -0.001, 0.013, 0.002, 0.010], "orbital_gap_ha": [0.3751, 0.2305], "multiplicity": 2, "e_lumo_ev": [-4.40, -8.34], "charge": 1}

Arrangement x

{"formula": "C9H14", "method": "ωB97M-V/def2-TZVPD", "species": ["C", "C", "H", "H", "H", "H", "H", "H", "C", "C", "C", "C", "C", "C", "C", "H", "H", "H", "H", "H", "H", "H", "H"], "xyz": [[-1.9435, -0.7664, 0.5757], [-2.3812, -2.0880, -0.0832], [-1.5221, -0.8316, 1.5811], [-1.1680, -0.2672, -0.0074], [-2.7913, -0.0822, 0.6060], [-2.2297, -2.9385, 0.5718], [-1.9490, -2.1348, -1.0828], [-3.4500, -2.0875, -0.3075], [1.7107, -0.7835, -1.6261], [1.3478, 0.2202, -0.5456], [0.7370, 1.4185, -1.0058], [1.6291, -0.0173, 0.7722], [0.4852, 2.4514, -0.0739], [1.2386, 0.9976, 1.6605], [0.6561, 2.2656, 1.2579], [1.8344, -1.8060, -1.2716], [2.5777, -0.5469, -2.2384], [0.4057, 1.5521, -2.0213], [2.0967, -0.9190, 1.1310], [0.0991, 3.3885, -0.4542], [1.4059, 0.8494, 2.7231], [0.4138, 2.9266, 2.0740], [0.7967, -0.8011, -2.2352]], "lowdin_spin": [0.010, 0.001, 0.002, 0.003, 0.000, 0.000, 0.001, 0.000, 0.035, 0.178, 0.305, 0.000, 0.014, 0.221, 0.187, 0.002, 0.013, 0.010, -0.003, -0.004, 0.009, 0.008, 0.009], "orbital_gap_ha": [0.3687, 0.2288], "multiplicity": 2, "e_lumo_ev": [-4.54, -8.36], "charge": 1}

Arrangement y

{"formula": "C9H14", "method": "ωB97M-V/def2-TZVPD", "species": ["C", "C", "H", "H", "H", "H", "H", "H", "C", "C", "C", "C", "C", "C", "C", "H", "H", "H", "H", "H", "H", "H", "H"], "xyz": [[0.1805, 1.0974, 3.6232], [0.4965, 0.9810, 5.0819], [0.0049, 0.2549, 2.9992], [-0.7427, 1.6813, 3.3705], [1.0480, 1.6008, 3.2190], [1.5844, 1.1127, 5.1931], [0.3113, -0.0083, 5.6160], [-0.0626, 1.9204, 5.4503], [0.7962, -0.3191, -3.7461], [-0.3121, 0.8021, -0.4009], [-0.8475, -0.4530, 0.2355], [0.3745, 0.7581, -1.5698], [0.3165, -0.4242, -2.3714], [-1.0081, -1.5849, -0.5930], [-0.4077, -1.4789, -1.9019], [-0.3607, 1.6755, 0.2423], [-1.2047, -0.4015, 1.2101], [1.0566, 1.6403, -1.8097], [-1.5825, -2.4821, -0.3272], [1.6309, -1.0142, -3.9730], [1.3078, 0.5693, -4.1653], [-0.6069, -2.2463, -2.6572], [0.0835, -0.5734, -4.5130]], "lowdin_spin": [0.001, 0.000, 0.001, 0.000, 0.000, 0.000, 0.000, 0.000, 0.061, 0.090, 0.313, 0.033, 0.247, 0.038, 0.153, 0.003, 0.017, -0.001, -0.001, 0.028, 0.001, 0.002, 0.016], "orbital_gap_ha": [0.3503, 0.2076], "multiplicity": 2, "e_lumo_ev": [-4.48, -8.36], "charge": 1}

Question: which arrangement is favored energetically? Ranking from most to least stable: arrangement w, arrangement x, arrangement y.

Arrangement w

{"formula": "C3H8S", "method": "ωB97M-V/def2-TZVPD", "species": ["C", "S", "H", "H", "H", "H", "C", "C", "H", "H", "H", "H"], "xyz": [[1.0802, -0.2106, 0.6366], [2.4459, -0.0501, -0.5737], [0.6869, -1.1936, 0.3737], [1.5473, -0.3875, 1.6072], [0.3365, 0.5711, 0.7480], [3.1416, 0.8605, 0.1262], [-3.6102, 0.6385, -0.1100], [-2.8613, -0.3168, 0.4325], [-4.1641, 1.2288, 0.6120], [-3.8369, 0.5351, -1.1615], [-2.3957, -0.2829, 1.4146], [-2.3426, -1.0925, -0.1358]], "mulliken_charge": [-0.738, -0.200, 0.207, 0.326, 0.292, 0.108, -0.427, -0.541, 0.253, 0.257, 0.246, 0.217], "orbital_gap_ha": 0.3708, "e_lumo_ev": 0.98, "smiles": "C=C.CS"}

Arrangement x

{"formula": "C3H8S", "method": "ωB97M-V/def2-TZVPD", "species": ["C", "S", "H", "H", "H", "H", "C", "C", "H", "H", "H", "H"], "xyz": [[0.0568, 0.3839, 1.9705], [0.2443, 2.0385, 2.6945], [-0.9171, -0.1431, 2.3358], [1.0314, -0.0755, 2.3324], [-0.0512, 0.5782, 0.8933], [-1.0993, 2.1776, 2.8145], [0.0996, -1.4274, -1.9240], [0.1068, -0.1455, -2.1737], [0.2592, -2.0381, -1.0908], [-0.3510, -1.9621, -2.7787], [0.7605, 0.6574, -1.7808], [-0.1399, -0.0440, -3.2930]], "mulliken_charge": [-0.553, -0.194, 0.273, 0.216, 0.147, 0.112, -0.442, -0.487, 0.305, 0.162, 0.275, 0.186], "orbital_gap_ha": 0.3632, "e_lumo_ev": 0.92, "smiles": "C=C.CS"}

Question: which arrangement is favored energetically? Ranking from most to least stable: arrangement w, arrangement x.

Arrangement w

{"formula": "C3H4N2S", "method": "ωB97M-V/def2-TZVPD", "species": ["C", "C", "C", "N", "N", "S", "H", "H", "H", "H"], "xyz": [[-0.8720, -0.5558, -0.3404], [-1.2467, 0.7285, -0.1257], [1.4682, -0.7604, 0.0770], [0.1996, -1.2363, -0.2764], [-1.5963, 1.8545, -0.1118], [1.9636, 0.9556, 0.1013], [-1.7851, -1.0329, -0.7684], [1.4155, -0.9855, 1.0649], [2.2036, -1.3482, -0.3587], [-1.7507, 2.3804, 0.7382]], "mulliken_charge": [0.110, 0.164, -0.567, -0.495, -0.367, -0.177, 0.271, 0.390, 0.371, 0.300], "orbital_gap_ha": [0.3163, 0.2055], "e_lumo_ev": [-0.53, -1.90]}

Arrangement x

{"formula": "C3H4N2S", "method": "ωB97M-V/def2-TZVPD", "species": ["C", "C", "C", "N", "N", "S", "H", "H", "H", "H"], "xyz": [[0.0118, -0.3678, 0.1901], [-1.2238, -0.0703, -0.0091], [2.4916, -0.2636, 0.0908], [-3.5772, 1.1667, -0.3186], [1.1812, -0.6894, 0.2963], [-2.8397, -0.3111, 0.2816], [2.9462, -0.7300, -0.7296], [2.4926, 0.7167, -0.3128], [3.0666, -0.3468, 1.0769], [-4.5492, 0.8957, -0.5657]], "mulliken_charge": [1.138, -0.875, -0.745, -0.497, -0.287, 0.158, 0.312, 0.346, 0.239, 0.210], "orbital_gap_ha": [0.2461, 0.2460], "e_lumo_ev": [-1.55, -1.55]}

Question: which arrangement is favored energetically? Ranking from most to least stable: arrangement w, arrangement x.

Arrangement w

{"formula": "C3H4N2S", "method": "ωB97M-V/def2-TZVPD", "species": ["C", "C", "C", "N", "N", "S", "H", "H", "H", "H"], "xyz": [[-0.3639, 0.0777, -0.5317], [-0.3184, -1.1083, -0.9667], [-0.0870, 2.3075, 0.5392], [0.9658, -3.3441, 0.2070], [-0.7837, 1.1729, -0.1738], [-0.2383, -2.6586, -1.1502], [-0.5564, 2.3268, 1.6714], [0.9650, 2.3441, 0.4750], [-0.6305, 3.1498, 0.0054], [1.0473, -4.2679, -0.0756]], "mulliken_charge": [1.085, -0.611, -0.635, -0.407, -0.348, -0.128, 0.248, 0.298, 0.271, 0.226], "orbital_gap_ha": [0.2616, 0.2785], "e_lumo_ev": [-0.91, -1.17]}

Arrangement x

{"formula": "C3H4N2S", "method": "ωB97M-V/def2-TZVPD", "species": ["C", "C", "C", "H", "H", "H", "H", "N", "N", "S"], "xyz": [[0.4835, -0.8164, 1.1537], [0.1661, 0.7538, -0.8293], [-0.9387, 1.2948, -1.5839], [0.7168, -0.0283, 1.9932], [1.4797, -1.0770, 0.7385], [-0.2486, -1.7834, 1.3414], [-1.0706, -0.9077, -0.4576], [-0.1948, -0.2362, 0.0698], [-2.0763, 1.3643, -2.0411], [1.6829, 1.4361, -0.3849]], "mulliken_charge": [-0.692, 0.184, 0.309, 0.237, 0.335, 0.243, 0.313, -0.251, -0.393, -0.284], "orbital_gap_ha": 0.2941, "e_lumo_ev": -1.14, "smiles": "CNC(=S)C#N"}

Question: which arrangement is favored energetically? Ranking from most to least stable: arrangement x, arrangement w.